{"formula": "C71H104N12O29", "method": "the ωB97M-V functional and the def2-TZVPD basis", "multiplicity": 1, "e_lumo_ev": -8.72, "total_charge": 4, "homo_energy_ev": -10.41, "homo_lumo_gap_ev": 1.7, "symbols": ["C", "N", "C", "C", "C", "C", "C", "C", "C", "C", "N", "C", "C", "C", "H", "H", "H", "H", "H", "H", "H", "H", "H", "H", "H", "H", "H", "H", "C", "N", "C", "C", "C", "C", "C", "C", "C", "C", "N", "C", "C", "C", "H", "H", "H", "H", "H", "H", "H", "H", "H", "H", "H", "H", "H", "H", "C", "N", "C", "C", "C", "C", "C", "C", "C", "C", "N", "C", "C", "C", "H", "H", "H", "H", "H", "H", "H", "H", "H", "H", "H", "H", "H", "H", "C", "N", "C", "C", "C", "C", "C", "C", "C", "C", "N", "C", "C", "C", "H", "H", "H", "H", "H", "H", "H", "H", "H", "H", "H", "H", "H", "H", "C", "C", "O", "N", "H", "H", "C", "H", "H", "H", "H", "H", "H", "C", "C", "O", "N", "H", "H", "C", "H", "H", "H", "H", "H", "H", "C", "C", "O", "N", "H", "H", "C", "H", "H", "H", "H", "H", "H", "C", "O", "C", "C", "N", "H", "H", "C", "C", "O", "C", "H", "H", "H", "H", "H", "H", "H", "H", "H", "H", "H", "H", "H", "H", "O", "C", "O", "O", "H", "O", "C", "O", "O", "H", "O", "C", "O", "O", "H", "O", "C", "O", "O", "H", "O", "C", "O", "O", "H", "O", "C", "O", "O", "H", "O", "C", "O", "O", "H", "O", "C", "O", "O", "H"], "positions_angstrom": [[15.71809, -1.49839, 14.12295], [15.73772, -0.62376, 15.32410], [16.35282, -1.03908, 16.46407], [16.23704, -0.28887, 17.65145], [15.62511, 0.96548, 17.60831], [14.91710, 1.35238, 16.47074], [15.00554, 0.51857, 15.35704], [15.59519, 1.81698, 18.84020], [14.49002, 2.58044, 19.14038], [14.42562, 3.49168, 20.16906], [15.56247, 3.69503, 20.83842], [16.68234, 2.92687, 20.64801], [16.71735, 2.06141, 19.59294], [15.62505, 4.56634, 21.91659], [15.85518, -0.87848, 13.23694], [14.75665, -2.00901, 14.17784], [16.53432, -2.21937, 14.16832], [16.84628, -1.99950, 16.44174], [16.80412, -0.63119, 18.50447], [14.27389, 2.21965, 16.44777], [14.47222, 0.65607, 14.42803], [13.62371, 2.32223, 18.54942], [13.57098, 4.04528, 20.52891], [17.49513, 3.08838, 21.34061], [17.66238, 1.61930, 19.31394], [15.23438, 3.94737, 22.72428], [14.84688, 5.32532, 21.83603], [16.64379, 4.94997, 21.97211], [30.04796, 5.56053, 24.62613], [29.77287, 5.41327, 26.06167], [28.82761, 6.16268, 26.65497], [28.45880, 5.81589, 28.00915], [29.09737, 4.81002, 28.72399], [30.03696, 3.98342, 28.07242], [30.28588, 4.33057, 26.71883], [28.81096, 4.53628, 30.14145], [27.47092, 4.47010, 30.67469], [27.21084, 4.31813, 32.04396], [28.32295, 4.01209, 32.84759], [29.53178, 4.03113, 32.44304], [29.80000, 4.30871, 31.11468], [28.05083, 3.60847, 34.18222], [29.91146, 4.61545, 24.10049], [31.07087, 5.91644, 24.50331], [29.36025, 6.27704, 24.17694], [28.45232, 6.96331, 26.03485], [27.84415, 6.54106, 28.52174], [30.43313, 3.05242, 28.45019], [31.03296, 3.73893, 26.21068], [26.67010, 4.58684, 29.95953], [26.25429, 4.06918, 32.47920], [30.37589, 3.75821, 33.05898], [30.83082, 4.29898, 30.79265], [27.75524, 2.56106, 34.24282], [27.31159, 4.30625, 34.57558], [28.97632, 3.68498, 34.75293], [16.10726, 6.12420, 25.45179], [17.44592, 6.66474, 25.65514], [18.16185, 7.19618, 24.63078], [19.49743, 7.57825, 24.82765], [20.01783, 7.56775, 26.13806], [19.19731, 7.01544, 27.17224], [17.90304, 6.57786, 26.92980], [21.43233, 8.00682, 26.46848], [21.88109, 8.11169, 27.82657], [23.20730, 8.47088, 28.19188], [24.03529, 8.74367, 27.15568], [23.66057, 8.66388, 25.85988], [22.35118, 8.38404, 25.53827], [25.36840, 9.17857, 27.40113], [15.42617, 6.56798, 26.17794], [16.15973, 5.03618, 25.49114], [15.80656, 6.52469, 24.48366], [17.77564, 7.04186, 23.63408], [20.01288, 7.90620, 23.93705], [19.57401, 6.86947, 28.17384], [17.19994, 6.17960, 27.64636], [21.27116, 7.92879, 28.69889], [23.49959, 8.60208, 29.22327], [24.40671, 8.86884, 25.10643], [22.12022, 8.51848, 24.49186], [25.31752, 10.24019, 27.64296], [25.91685, 8.95835, 26.48526], [25.82022, 8.57722, 28.19001], [10.70338, 4.43988, 27.59413], [11.79671, 3.45397, 27.40250], [13.05929, 3.88892, 27.12812], [14.06953, 2.96528, 26.90796], [13.74178, 1.59681, 27.00869], [12.41628, 1.20003, 27.17897], [11.44062, 2.19873, 27.39150], [14.81287, 0.65090, 26.74250], [15.50847, 0.80184, 25.54188], [16.56943, -0.08062, 25.14013], [16.98539, -1.00592, 26.09276], [16.35133, -1.07681, 27.32375], [15.21794, -0.34756, 27.63073], [18.01961, -2.05721, 25.77394], [10.50278, 4.93233, 26.64263], [11.17095, 5.23308, 28.17750], [9.73032, 4.15907, 27.99713], [13.18402, 4.96115, 27.16199], [15.08641, 3.27259, 26.71329], [12.24537, 0.13385, 27.20038], [10.39210, 1.98089, 27.53135], [15.23347, 1.52871, 24.79193], [17.08378, -0.02279, 24.19224], [16.71050, -1.83311, 28.00597], [14.73462, -0.53102, 28.57895], [18.06096, -2.08818, 24.68518], [17.68718, -2.99141, 26.22657], [18.96899, -1.61016, 26.06877], [22.55913, 14.10284, 31.00013], [22.56542, 13.06138, 32.05070], [21.60807, 12.76893, 32.70056], [23.81700, 12.19315, 32.11316], [24.65400, 12.68493, 31.83445], [24.06211, 12.05466, 33.08313], [23.75399, 10.93147, 31.33677], [21.67067, 14.73268, 31.04543], [22.50308, 13.59546, 30.03705], [23.41425, 14.77876, 30.99745], [22.86340, 10.35075, 31.57700], [24.56126, 10.23432, 31.56128], [23.66554, 11.16202, 30.27511], [24.91340, 8.33900, 20.19156], [24.88818, 9.01769, 21.51237], [24.07332, 8.78886, 22.40573], [25.91476, 10.10072, 21.79472], [26.20180, 10.47289, 20.90074], [25.46248, 10.87312, 22.26264], [27.10256, 9.50116, 22.55266], [25.58970, 8.82656, 19.48941], [23.94037, 8.43827, 19.71047], [25.20882, 7.30666, 20.37888], [26.84765, 9.28691, 23.59056], [27.87162, 10.27294, 22.52127], [27.42941, 8.64659, 21.96025], [21.65377, 11.47888, 21.72798], [20.36507, 10.70134, 21.93676], [20.21885, 9.49844, 21.79574], [19.26208, 11.54476, 22.55023], [19.20762, 12.51370, 22.27043], [18.38239, 11.07820, 22.38121], [19.56655, 11.65054, 24.02488], [22.42387, 10.81453, 22.12001], [21.66083, 12.48580, 22.14530], [21.65940, 11.64377, 20.65054], [19.43137, 10.69865, 24.53843], [18.83049, 12.31806, 24.47291], [20.56385, 12.00846, 24.28061], [24.78261, 5.20349, 27.75210], [23.51558, 4.75414, 28.31840], [23.36928, 5.28743, 29.56323], [22.04957, 4.73173, 30.18428], [21.89209, 3.23751, 29.89213], [21.69787, 3.08814, 28.91230], [22.86234, 2.97221, 29.98349], [20.98880, 2.49812, 30.82376], [20.81356, 1.02220, 30.36040], [22.03622, 0.40280, 30.10029], [21.94011, -0.89483, 29.53995], [25.25455, 4.39284, 27.19695], [25.46868, 5.58576, 28.50795], [24.51800, 6.07853, 27.15848], [23.40383, 6.37673, 29.58152], [24.06231, 4.89037, 30.30496], [21.08428, 5.08436, 29.82099], [21.97001, 4.89454, 31.25910], [20.06096, 3.05362, 30.68729], [21.39292, 2.63790, 31.82639], [20.08065, 0.91498, 29.56074], [20.33856, 0.43750, 31.14819], [22.00985, -1.51573, 30.43310], [22.78372, -1.19519, 28.91848], [21.02420, -1.14523, 29.00469], [18.41597, 1.89548, 27.01041], [18.22992, 2.95747, 27.74740], [19.14642, 3.64243, 28.19891], [17.06667, 3.21358, 28.06936], [17.48736, 1.65201, 27.01318], [15.29888, 9.61389, 23.42540], [15.86956, 8.86961, 22.45306], [17.02582, 9.10022, 22.11547], [15.18914, 7.99077, 21.87805], [16.08706, 10.06747, 23.73301], [16.12470, 9.22569, 26.89394], [16.99003, 10.20743, 26.69502], [17.82025, 10.44941, 27.61539], [16.82665, 10.94316, 25.68896], [15.74410, 9.54069, 26.07082], [17.91554, 5.27358, 31.65956], [18.25133, 6.38994, 31.00437], [19.16965, 7.10922, 31.49224], [17.69170, 6.75770, 29.99420], [18.57572, 5.40971, 32.34310], [26.75891, 6.28187, 22.98575], [26.28666, 6.22780, 24.19999], [25.99147, 5.09870, 24.56580], [26.33669, 7.17585, 24.94347], [26.56769, 5.34506, 23.07188], [25.90352, 7.10027, 32.82340], [25.30300, 7.42556, 31.69169], [25.93435, 7.53583, 30.61263], [24.06812, 7.50623, 31.78955], [25.07047, 7.20241, 33.28945], [12.98559, 7.81940, 24.32401], [12.52826, 6.76134, 24.86101], [13.04020, 5.71830, 24.47006], [11.84853, 6.79948, 25.88351], [13.47061, 7.28575, 23.69031], [19.55251, 3.10020, 24.76527], [18.44274, 3.42245, 24.07432], [18.50130, 4.40512, 23.31538], [17.37383, 2.73962, 24.09678], [19.04541, 2.51903, 25.33684]], "forces_ev_per_a": [[-0.04, 0.18, 0.28], [0.41, 0.25, 1.68], [-0.85, 0.78, 0.62], [1.05, -0.15, -1.90], [-0.60, -0.17, 1.15], [0.37, -1.28, -0.80], [-0.09, -0.24, -0.24], [0.23, 0.92, -0.76], [-1.80, -0.90, -0.66], [1.07, -0.35, -0.27], [1.04, -2.53, -1.46], [-1.08, 0.95, -0.41], [1.14, -0.74, -0.06], [-1.18, 1.73, 1.98], [-0.28, -0.14, 0.06], [0.11, -0.06, -0.52], [-0.11, 0.13, 0.16], [0.11, 0.05, -0.12], [-0.26, -0.03, 0.18], [0.22, 0.12, -0.15], [-0.13, 0.54, 0.05], [-0.48, 0.51, 0.24], [-0.14, 0.13, -0.36], [0.16, 0.32, 0.16], [0.11, -0.26, 0.29], [0.89, 0.34, 0.91], [0.41, 0.55, -0.23], [-0.34, 0.03, 0.85], [0.43, 0.36, -0.54], [-0.87, -1.45, 0.90], [0.36, -1.47, 1.97], [0.90, 1.70, -1.54], [0.37, -0.81, -0.33], [-0.95, 1.62, -2.72], [0.73, -0.44, 1.54], [-1.36, -0.20, 3.12], [0.49, 0.73, 0.14], [2.67, -1.56, -1.54], [-3.93, 0.52, -0.44], [2.51, 0.16, -2.42], [0.35, 0.26, -1.98], [0.02, -0.06, 2.01], [0.04, -0.02, 0.29], [-0.03, -0.09, -0.05], [-0.03, -0.02, 0.27], [-0.60, 0.11, 0.36], [-0.49, -0.19, 0.13], [0.20, 0.22, 0.22], [-0.17, 0.08, -0.50], [-0.34, 0.07, 0.29], [-0.06, 0.61, 0.02], [-0.34, 0.08, 0.53], [0.18, 0.09, 0.14], [-0.36, 0.14, -0.18], [-0.03, -0.39, 0.32], [-0.20, 0.16, 0.13], [-0.48, 0.78, -1.03], [0.82, 0.45, 0.77], [1.00, -1.40, 0.80], [-1.12, 0.34, 0.75], [-0.46, -0.73, 0.56], [0.73, 0.34, -0.39], [0.74, 0.76, -1.42], [-1.53, -0.32, 2.30], [1.34, 0.02, 0.65], [-2.84, -0.18, -2.54], [-0.38, -0.61, -0.18], [-0.98, 0.19, 0.91], [1.22, 0.44, -1.62], [1.31, -0.08, 0.04], [0.13, -0.18, 0.13], [-0.11, 0.12, -0.12], [-0.41, -0.55, -0.09], [-0.31, 0.49, 0.00], [0.21, 0.04, 0.09], [-0.27, 0.19, 0.17], [0.39, -0.03, 0.53], [-0.61, -0.12, -0.21], [0.46, -0.15, 0.00], [0.05, -0.06, 0.17], [-0.25, -0.49, -0.13], [0.49, -0.03, 0.06], [0.26, 0.36, 0.14], [-0.11, 0.27, 0.33], [0.75, 2.11, -0.39], [-0.69, 1.10, -0.28], [-0.19, -0.33, 0.34], [-1.01, -0.24, 0.33], [-0.84, 1.45, -0.46], [0.22, 0.73, 0.60], [1.02, -2.80, -0.38], [0.93, -0.44, -0.57], [1.58, -1.54, -1.34], [-1.23, 0.04, 3.33], [-1.31, 0.58, -0.23], [-0.22, -0.18, -1.29], [1.00, -0.02, -0.31], [-0.54, 1.82, -0.45], [0.34, -0.01, -0.27], [-0.44, 0.06, 0.16], [0.64, -0.99, 0.33], [0.00, 0.19, -0.34], [0.12, 0.16, 0.21], [-0.66, 0.08, 0.01], [0.07, -0.06, 0.07], [-0.02, 0.28, 0.23], [0.01, 0.04, 0.10], [0.21, -0.01, -0.10], [-0.03, 0.16, 0.03], [-0.14, -0.47, 0.10], [0.53, 0.14, -0.09], [0.09, -0.67, 0.48], [0.28, 0.67, -0.55], [-2.78, 0.31, 0.11], [1.96, -0.24, -0.19], [0.89, 0.07, 0.43], [0.14, 0.69, -0.76], [-0.62, -0.72, 0.84], [-0.95, -1.32, -0.38], [-0.06, -0.32, 0.39], [0.18, -0.09, -0.18], [0.24, -0.23, 0.06], [-0.21, 0.35, 0.37], [0.34, 0.48, -0.06], [0.36, 0.18, 0.12], [0.62, 0.74, -0.28], [-3.40, -0.90, 2.75], [2.68, 1.03, -2.35], [-0.04, -0.96, -0.19], [0.54, 0.12, -0.41], [-0.19, 0.15, 0.69], [0.31, 1.01, -0.54], [0.36, -0.23, 0.09], [-0.23, -0.42, 0.39], [-0.19, -0.10, -0.25], [-0.33, -0.44, -0.31], [0.05, -0.09, 0.04], [-0.11, -0.14, 0.44], [-1.09, -0.29, -0.35], [-0.07, -2.23, 0.23], [0.29, 3.70, 0.37], [1.38, -0.51, 0.78], [0.05, 0.19, -0.90], [-1.39, -0.96, 0.09], [-0.77, -0.35, 1.46], [0.27, 0.34, -0.36], [-0.02, -0.26, 0.39], [0.63, -0.29, -0.20], [-0.30, -0.12, -0.35], [-0.12, -0.11, -0.01], [0.08, 0.17, -0.79], [-1.06, 0.15, -0.02], [1.67, -0.50, -1.18], [-2.31, -0.65, 2.19], [-1.91, 0.31, -0.72], [2.16, 0.92, 0.80], [-0.86, 0.13, -0.56], [0.26, -1.22, 0.08], [-0.22, -0.34, -1.22], [-0.76, 0.04, 1.08], [0.92, 1.05, -1.54], [0.23, -0.90, 1.40], [-0.29, 0.27, -0.28], [-0.07, -0.17, 0.45], [0.42, -0.28, -0.61], [-0.06, -0.10, 0.34], [1.12, 0.19, -0.10], [0.21, 0.80, -0.38], [0.43, -0.13, 0.03], [-0.41, -0.30, 0.41], [-0.08, -0.25, -0.08], [0.31, 0.53, -0.67], [-0.25, 0.34, 0.64], [-0.30, -0.76, -0.21], [0.13, 0.73, -0.08], [-0.20, 0.52, 0.00], [0.94, -2.89, -1.77], [-0.22, 4.24, 3.84], [3.13, -0.23, -0.45], [-2.90, -0.77, -0.83], [-0.53, -0.69, -0.64], [0.35, -0.28, -0.01], [-2.68, -1.93, -1.73], [3.82, 1.80, 0.19], [-0.70, -0.37, 0.84], [-0.08, 0.92, 1.07], [-0.58, -0.90, -0.88], [3.85, 3.34, 3.81], [0.16, -0.82, -0.99], [-0.07, -0.34, -1.75], [-2.57, -1.34, -1.04], [0.00, -1.15, 0.59], [1.05, 3.50, -1.31], [1.54, -0.98, 1.58], [-1.99, -1.06, -2.32], [0.04, -0.60, 1.00], [0.79, 1.20, -2.96], [-0.03, 0.09, 3.61], [-1.01, -2.92, 0.37], [0.14, 4.76, 1.90], [0.50, -2.57, -2.80], [1.49, -0.22, 1.27], [-0.78, -0.12, -3.94], [1.03, -0.02, 0.07], [-1.34, 0.71, 0.15], [-0.22, -0.41, 1.80], [0.46, 3.10, -1.99], [-1.08, -1.41, 4.77], [1.62, -4.39, -2.40], [-2.07, 0.54, 1.54], [1.34, 1.32, -1.65], [-1.18, -0.41, 0.12], [-1.26, 2.02, -3.37], [0.93, 0.92, -0.34], [0.28, -1.68, 1.40], [1.01, -1.12, 1.58]], "lowdin_charge": [0.048, -0.087, 0.037, 0.057, -0.117, 0.065, 0.031, -0.150, 0.031, 0.066, -0.072, 0.065, 0.031, 0.004, 0.115, 0.121, 0.109, 0.147, 0.132, 0.138, 0.152, 0.129, 0.171, 0.137, 0.135, 0.127, 0.108, 0.109, 0.039, -0.073, 0.072, 0.084, -0.142, 0.072, 0.032, -0.095, 0.080, 0.078, -0.097, -0.017, 0.058, 0.021, 0.120, 0.116, 0.095, 0.128, 0.123, 0.139, 0.147, 0.101, 0.151, 0.165, 0.133, 0.127, 0.123, 0.115, 0.038, -0.039, 0.031, 0.042, -0.081, 0.084, 0.051, -0.069, 0.096, 0.018, -0.110, -0.009, 0.023, -0.005, 0.119, 0.097, 0.094, 0.129, 0.099, 0.107, 0.142, 0.131, 0.124, 0.106, 0.112, 0.109, 0.070, 0.089, 0.032, -0.055, 0.074, 0.080, -0.152, 0.059, -0.001, -0.146, 0.045, 0.056, -0.079, 0.005, 0.058, 0.043, 0.100, 0.112, 0.110, 0.142, 0.103, 0.126, 0.147, 0.123, 0.133, 0.140, 0.142, 0.095, 0.107, 0.105, 0.026, -0.380, 0.223, 0.094, 0.172, 0.186, 0.014, 0.117, 0.104, 0.100, 0.123, 0.100, 0.099, 0.049, -0.362, 0.132, 0.104, 0.168, 0.176, 0.054, 0.098, 0.118, 0.118, 0.090, 0.108, 0.106, 0.019, -0.360, 0.159, 0.127, 0.177, 0.146, 0.019, 0.066, 0.090, 0.105, 0.097, 0.112, 0.097, -0.033, -0.152, -0.247, -0.038, 0.053, 0.161, 0.149, -0.051, -0.199, -0.190, -0.088, 0.096, 0.049, 0.080, 0.093, 0.113, 0.128, 0.139, 0.133, 0.139, 0.120, 0.130, 0.094, 0.089, 0.084, 0.068, -0.908, -0.001, -0.001, 0.068, 0.084, -0.887, -0.061, -0.050, 0.050, 0.105, -0.879, -0.070, -0.071, 0.080, 0.068, -0.914, -0.112, -0.003, 0.076, 0.091, -0.977, 0.019, -0.029, 0.080, 0.081, -0.907, -0.073, -0.036, 0.101, 0.142, -0.980, -0.071, -0.028, 0.071, 0.098, -0.828, -0.046, -0.075, 0.044]}